No. 1
{
  "formula": "C29H33As2KN6O5S2",
  "method": "the ωB97M-V functional and the def2-TZVPD basis",
  "elements": ["As", "As", "K", "S", "S", "O", "O", "O", "O", "O", "N", "N", "N", "N", "N", "N", "C", "C", "C", "C", "C", "C", "C", "C", "C", "C", "C", "C", "C", "C", "C", "C", "C", "C", "C", "C", "C", "C", "C", "C", "C", "C", "C", "C", "C", "H", "H", "H", "H", "H", "H", "H", "H", "H", "H", "H", "H", "H", "H", "H", "H", "H", "H", "H", "H", "H", "H", "H", "H", "H", "H", "H", "H", "H", "H", "H", "H", "H"],
  "coordinates": [[-1.94707, -0.15780, 3.08039], [-2.20940, -2.31160, 0.49095], [-0.20330, 0.26119, -0.19039], [2.17898, 0.14857, 1.84592], [-3.26720, -0.56965, -2.48870], [3.28285, -0.80600, 1.97989], [2.23735, 0.85270, 0.53562], [2.23668, 1.18309, 2.93542], [0.86354, -0.55125, 1.96304], [2.80647, 5.72950, 1.67710], [-3.20875, 1.67793, -3.87487], [-1.14940, 0.85714, -3.54634], [3.19958, 3.59005, 2.36626], [-0.31628, -0.00759, -2.91855], [-0.57744, 3.19609, 0.10188], [1.43266, -1.63820, -1.60726], [-1.69148, -2.98427, 2.26748], [-1.49807, -2.06436, 3.30758], [-1.03584, -2.52414, 4.53871], [-2.43156, 0.67135, -3.31172], [1.69968, -0.10647, -5.76111], [2.19760, 1.93471, -6.93085], [1.38501, 1.99941, -4.66485], [4.14843, -1.41099, -2.08991], [1.82427, 2.65724, -5.80369], [0.02829, 4.34958, 2.55387], [2.32289, -2.20447, -0.80451], [0.66618, 3.57206, 0.39884], [-4.14013, -2.66508, 0.59156], [0.86940, -0.10642, -3.39812], [2.13134, 0.54881, -6.90708], [-1.73474, -3.84653, -0.62957], [1.87041, -0.90515, -2.63917], [3.69530, -2.11911, -0.99616], [-3.57068, -0.28730, 4.21067], [-0.78278, 0.69810, 4.39127], [-1.26498, 3.94459, 2.26622], [1.01858, 4.16103, 1.60656], [1.32244, 0.60881, -4.63005], [-1.41816, -4.33160, 2.49936], [3.23019, -0.79084, -2.92471], [-0.75775, -3.86504, 4.75397], [2.44112, 4.57052, 1.88431], [-1.51608, 3.37056, 1.03052], [-0.95432, -4.77767, 3.72716], [-0.64997, -3.95334, -0.62421], [-1.11403, 1.73488, 4.48576], [-0.73262, -5.82838, 3.87588], [2.41739, -0.02412, -7.78150], [-0.81319, 0.23602, 5.37847], [-3.99081, 0.70902, 4.36172], [-4.58533, -1.98450, 1.31788], [-2.21127, -4.78190, -0.33266], [-2.74126, 2.21319, -4.58993], [-0.37637, -4.19148, 5.71460], [1.07360, 2.55649, -3.79144], [0.23016, 0.68882, 3.98145], [0.27716, 4.78602, 3.51401], [1.92953, -2.70569, 0.07322], [-2.06276, 4.04519, 2.99103], [-2.51048, 3.01529, 0.77950], [5.21061, -1.29522, -2.27196], [-2.04690, -3.57800, -1.63954], [-0.86489, -1.82473, 5.34714], [2.53794, 2.45046, -7.82108], [4.16959, 3.80978, 2.52276], [-4.16196, 1.41326, -4.05194], [3.56792, -0.18088, -3.75081], [-4.35317, -3.69580, 0.87780], [4.36696, -2.54302, -0.26406], [2.84037, 2.60689, 2.52857], [-4.55985, -2.44871, -0.39123], [1.42669, 3.36220, -0.34388], [-3.35630, -0.74043, 5.17992], [-4.30584, -0.90040, 3.68712], [-1.55074, -5.05273, 1.70154], [1.65412, -1.18922, -5.73715], [1.87188, 3.73956, -5.81387]],
  "mulliken_charge": [0.757, 0.779, 0.889, 1.207, -0.498, -0.769, -0.682, -1.008, -0.649, -0.753, -0.490, -0.923, -0.203, 0.272, -0.493, -0.152, 0.289, -0.178, -0.376, 0.089, 0.125, -0.342, -0.085, -0.689, -0.726, -0.086, -0.033, 0.172, -1.123, -0.118, -0.662, -1.286, 0.796, -0.541, -1.243, -1.096, -0.517, 0.308, -0.196, -0.224, -0.648, -0.790, -0.101, -0.409, -0.716, 0.314, 0.365, 0.362, 0.356, 0.479, 0.382, 0.232, 0.440, 0.227, 0.381, 0.519, 0.156, 0.384, 0.254, 0.413, 0.387, 0.351, 0.307, 0.220, 0.356, 0.196, 0.214, 0.344, 0.345, 0.331, 0.409, 0.399, 0.336, 0.354, 0.268, 0.240, 0.426, 0.375],
  "orbital_gap_ev": 6.44,
  "relative_energy_kcal_mol": 0.00,
  "largest_force_ev_per_a": 0.41,
  "charge": -2
}

No. 2
{
  "formula": "C29H33BaN6O2S",
  "method": "the ωB97M-V functional and the def2-TZVPD basis",
  "elements": ["Ba", "S", "O", "O", "N", "N", "N", "N", "N", "N", "C", "C", "C", "C", "C", "C", "C", "C", "C", "C", "C", "C", "C", "C", "C", "C", "C", "C", "C", "C", "C", "C", "C", "C", "C", "C", "C", "C", "C", "H", "H", "H", "H", "H", "H", "H", "H", "H", "H", "H", "H", "H", "H", "H", "H", "H", "H", "H", "H", "H", "H", "H", "H", "H", "H", "H", "H", "H", "H", "H", "H", "H"],
  "coordinates": [[0.15028, -0.56494, -0.17308], [3.23332, -0.34262, 1.08961], [-1.96379, -1.78469, -1.07980], [-2.31653, 0.13773, -0.05721], [1.35407, -3.05899, 1.31322], [1.78503, -2.62310, -1.55469], [3.34820, 2.29017, 1.47954], [1.44958, 1.45229, 2.28238], [-1.18861, -1.62571, 2.32879], [0.58381, 0.41523, 2.38277], [-6.38932, -0.68485, 0.34308], [-5.05152, -0.36490, 0.18278], [-3.30124, -2.57965, 2.91399], [2.60042, 1.17132, 1.65889], [4.57127, 2.37948, 0.71624], [0.16840, 4.15705, -2.02553], [-2.76335, -0.35730, 3.59894], [2.92916, 2.28042, -5.50428], [2.26365, 3.34563, -4.97055], [-6.01607, -2.80107, -0.72641], [2.20325, 0.90489, -3.67645], [-1.52501, -0.50026, 2.96299], [-2.05400, -2.62612, 2.30962], [-0.54420, 0.62243, 2.96455], [1.94185, -3.93001, -0.92542], [-6.87359, -1.90329, -0.10764], [5.81575, 2.14057, 1.55444], [-4.18851, -1.26228, -0.43160], [-3.65892, -1.41080, 3.57038], [-4.67679, -2.48127, -0.88834], [1.53768, 3.22828, -3.75968], [1.49032, 1.98177, -3.08319], [0.85001, 4.32917, -3.19539], [0.13899, 2.89717, -1.38195], [0.78062, 1.76343, -1.85022], [2.90178, 1.03276, -4.84391], [-2.71784, -0.93720, -0.55066], [-0.94683, 1.90851, 3.61895], [2.35489, -3.78776, 0.53273], [-1.19882, 1.74966, 4.67113], [-3.98183, -3.16113, -1.36106], [0.89354, -3.62316, 2.01128], [-3.96480, -3.43001, 2.84081], [-6.38288, -3.75494, -1.08651], [-3.02318, 0.57225, 4.07976], [-1.82843, 2.34194, 3.14030], [5.88814, 2.85175, 2.37959], [5.81088, 1.13481, 1.97181], [2.54702, -4.79395, 0.92715], [3.30826, -3.25579, 0.59290], [-1.73845, -3.50103, 1.74966], [2.67428, -4.57192, -1.44707], [2.65968, -2.10291, -1.51560], [-0.13076, 2.62283, 3.55677], [2.28475, 4.30793, -5.47263], [1.55499, -2.73788, -2.53598], [-0.42938, 2.86026, -0.45314], [0.87544, 5.29138, -3.69744], [1.76612, -2.25693, 1.78327], [4.51896, 1.65816, -0.10078], [-4.64952, 0.57615, 0.53242], [-7.05628, 0.02178, 0.82319], [3.47911, 2.39402, -6.43183], [-0.36126, 4.99792, -1.58645], [0.97086, -4.42822, -0.97860], [3.43342, 0.18573, -5.26194], [6.71029, 2.25003, 0.93657], [4.59832, 3.37274, 0.25926], [2.86744, 3.13394, 1.74745], [-7.91910, -2.15603, 0.01913], [2.17750, -0.04483, -3.15057], [-4.63054, -1.31607, 4.03921]],
  "mulliken_charge": [1.196, -0.350, -1.019, -0.883, -0.076, -0.190, -0.141, -0.988, 0.162, 0.255, -0.618, -0.196, -0.872, -0.012, -0.573, -0.854, -0.704, -0.300, -0.854, -0.609, -0.217, 0.688, -0.082, 0.696, -0.713, -0.307, -1.093, 0.130, -0.533, -0.156, 1.073, -0.141, -0.838, -0.378, 0.013, -0.699, 0.984, -1.686, -0.681, 0.391, 0.401, 0.172, 0.411, 0.383, 0.350, 0.320, 0.309, 0.243, 0.345, 0.295, 0.357, 0.349, 0.171, 0.395, 0.319, 0.172, 0.293, 0.301, 0.064, 0.233, 0.373, 0.375, 0.353, 0.341, 0.314, 0.366, 0.365, 0.424, 0.287, 0.391, 0.294, 0.407],
  "orbital_gap_ev": 6.34,
  "relative_energy_kcal_mol": 5.04,
  "largest_force_ev_per_a": 1.08,
  "charge": -1
}

No. 3
{
  "formula": "C29H33Cl3N2O2TeTi",
  "method": "the ωB97M-V functional and the def2-TZVPD basis",
  "elements": ["Te", "Ti", "Cl", "Cl", "Cl", "O", "O", "N", "N", "C", "C", "C", "C", "C", "C", "C", "C", "C", "C", "C", "C", "C", "C", "C", "C", "C", "C", "C", "C", "C", "C", "C", "C", "C", "C", "C", "C", "C", "H", "H", "H", "H", "H", "H", "H", "H", "H", "H", "H", "H", "H", "H", "H", "H", "H", "H", "H", "H", "H", "H", "H", "H", "H", "H", "H", "H", "H", "H", "H", "H", "H"],
  "coordinates": [[0.39307, -0.10716, 0.88868], [-1.99395, -2.91908, 0.59630], [-3.83155, -0.33576, -3.48004], [-5.37306, -1.02950, -1.08110], [-5.98018, -3.25000, -3.64438], [-0.29066, -4.34270, 0.30874], [-2.39564, -1.07225, 0.74552], [-2.62239, -3.17566, -1.21246], [-0.18049, -2.15792, 0.40284], [0.50704, 3.01566, -0.02139], [3.46637, 0.87042, 0.58043], [0.62635, 2.60629, 2.35168], [0.49573, 2.10917, 1.04367], [0.82630, 3.96488, 2.56561], [-2.48085, 1.32607, 0.68164], [-2.76034, -3.07926, 2.86153], [1.94306, -3.43813, 0.51437], [1.99990, -0.52098, -3.19645], [1.11522, -0.51992, -2.12285], [-3.21908, -2.31870, -1.82599], [3.73235, 0.39039, -1.84348], [4.21229, -0.03182, -4.28201], [-0.29264, -0.98078, -2.37818], [0.53659, 1.70717, 3.56460], [1.57763, -0.06366, -0.88280], [2.89643, 0.38154, -0.72921], [-2.84426, -4.93647, 1.53093], [-3.92634, -3.00557, 2.05949], [0.45110, -3.31401, 0.40392], [-2.09352, -4.27866, 2.53916], [-3.97523, -4.14577, 1.23744], [1.15239, 6.32719, 1.75902], [-1.72421, 0.04095, 0.73526], [0.23251, 2.61385, -1.45050], [3.30407, -0.06056, -3.08235], [-4.16051, -1.48161, -2.21694], [0.90323, 4.86399, 1.50894], [0.73358, 4.37026, 0.22655], [-0.30403, 3.41332, -1.96288], [-3.46906, 1.15384, 1.10968], [-2.61008, -5.88797, 1.08265], [0.90016, 6.92432, 0.88314], [-0.37195, -2.06372, -2.28188], [2.41024, -2.94262, -0.33951], [3.79707, 0.60618, -5.06395], [-2.48863, -2.38808, 3.64432], [3.08024, 1.85959, 0.83408], [-4.67202, -2.22821, 2.09704], [-0.33778, 1.05440, 3.51709], [-2.62958, 1.66120, -0.35299], [1.41506, 1.06301, 3.65359], [1.64723, -0.88667, -4.15571], [0.46134, 2.30309, 4.47365], [0.91226, 4.33417, 3.58342], [-1.97826, 2.12826, 1.21800], [-4.76022, -4.39153, 0.53920], [0.75541, 5.05773, -0.61398], [2.23997, -4.48361, 0.54401], [5.19815, 0.35172, -4.02053], [-1.00881, -0.55073, -1.67838], [-1.20956, -4.66582, 3.02047], [4.33316, -1.03072, -4.70441], [4.74658, 0.76041, -1.73360], [3.21185, 0.20368, 1.40743], [2.28211, -2.92960, 1.41976], [4.55196, 0.93185, 0.51707], [-0.60445, -0.70874, -3.38632], [0.56012, 6.68685, 2.60159], [2.20310, 6.50798, 1.99733], [1.15603, 2.42048, -2.00127], [-0.37791, 1.71401, -1.50431]],
  "mulliken_spin": [0.005, 0.061, 0.000, 0.001, 0.000, 0.000, 0.148, 0.011, -0.005, 0.013, -0.002, -0.012, -0.023, 0.000, 0.016, -0.006, 0.001, 0.006, 0.007, 0.002, 0.003, 0.000, 0.041, -0.002, 0.049, -0.015, 0.011, 0.009, -0.001, -0.001, 0.001, 0.000, 0.651, 0.010, -0.001, -0.008, -0.001, 0.002, 0.001, 0.015, 0.000, 0.000, 0.002, 0.000, 0.000, -0.001, 0.001, 0.000, 0.010, 0.032, 0.001, 0.001, 0.001, 0.000, -0.002, 0.000, 0.000, 0.000, 0.000, -0.026, 0.000, 0.000, 0.000, 0.004, 0.000, 0.000, -0.001, 0.000, 0.000, 0.000, -0.003],
  "orbital_gap_ev": [5.00, 4.99],
  "relative_energy_kcal_mol": 63.37,
  "multiplicity": 2,
  "s_squared": 0.756,
  "largest_force_ev_per_a": 1.54,
  "charge": -1
}

Q: Which of these has the lowest charge?
A: C29H33As2KN6O5S2

Q: The lowest charge belongs to which entry?
A: C29H33As2KN6O5S2

Q: Which of these has the lowest charge?
A: C29H33As2KN6O5S2